# 1
A structure of composition C52H42ClIN7O3P2SSeTi, computed with ωB97M-V/def2-TZVPD.

```
111
Properties=species:S:1:pos:R:3:forces:R:3
Ti 0.1525 -0.1682 -0.0406 0.055 -0.105 -0.074
C 0.2668 2.5366 2.9681 0.015 0.024 0.051
N 1.0530 1.6742 3.8207 -0.302 -0.064 0.107
C 1.4508 0.3609 3.3914 0.229 0.006 -0.012
P 2.1313 0.3760 1.6605 -0.231 -0.230 -0.237
C 3.3723 -0.9336 1.6885 0.033 0.020 0.023
C 3.0334 -2.1631 2.2485 0.000 -0.023 0.018
C 3.9515 -3.2000 2.2517 0.004 -0.013 -0.004
C 5.2074 -3.0155 1.6901 0.004 0.002 -0.004
C 5.5431 -1.7934 1.1255 0.001 0.012 -0.014
C 4.6289 -0.7504 1.1198 0.033 0.003 0.009
C 3.0248 1.9478 1.6104 0.018 0.036 0.127
C 2.7312 2.9236 0.6655 0.043 -0.016 -0.066
C 3.3550 4.1617 0.7273 -0.038 -0.008 -0.053
C 4.2672 4.4280 1.7356 0.043 0.013 0.062
C 4.5656 3.4568 2.6842 -0.006 0.009 -0.012
C 3.9463 2.2204 2.6237 -0.043 -0.018 -0.052
C 1.3214 2.0972 5.1304 0.015 0.036 -0.025
C 1.3926 3.4633 5.4192 0.014 -0.012 -0.015
C 1.6611 3.8943 6.7081 0.003 0.005 0.017
C 1.8754 2.9826 7.7310 0.001 0.018 0.011
C 1.8060 1.6277 7.4478 0.005 -0.012 0.006
C 1.5239 1.1821 6.1657 -0.007 -0.010 -0.009
P -0.8185 1.6162 1.7881 0.240 -0.342 -0.084
C -1.9641 0.8043 2.9423 -0.048 0.048 0.018
C -2.6788 1.6021 3.8380 -0.008 0.023 0.016
C -3.5189 1.0238 4.7737 0.005 -0.010 -0.007
C -3.6531 -0.3578 4.8255 0.007 0.010 0.002
C -2.9483 -1.1548 3.9378 -0.012 -0.019 -0.005
C -2.1092 -0.5770 2.9954 0.020 -0.052 0.046
C -1.7553 2.9687 1.0387 0.003 0.081 0.004
C -1.1182 4.1642 0.7048 0.011 -0.014 -0.015
C -1.8422 5.2055 0.1471 -0.018 0.017 -0.021
C -3.2018 5.0571 -0.0962 0.043 0.039 -0.027
C -3.8340 3.8625 0.2150 -0.019 -0.026 0.029
C -3.1165 2.8212 0.7860 -0.020 0.013 -0.021
H 0.8819 3.2488 2.4104 -0.008 -0.022 -0.044
H -0.4165 3.1232 3.5878 0.022 -0.009 -0.012
H 0.6671 -0.4062 3.4555 -0.063 0.017 -0.025
H 2.2730 0.0241 4.0236 0.005 0.003 0.010
H 2.0505 -2.3246 2.6712 -0.023 0.008 0.008
H 3.6820 -4.1522 2.6904 0.004 0.000 -0.004
H 5.9253 -3.8252 1.6914 -0.003 -0.003 0.003
H 6.5198 -1.6485 0.6830 0.003 -0.003 0.005
H 4.8901 0.1952 0.6631 -0.008 -0.013 0.017
H 2.0272 2.7101 -0.1282 -0.006 0.022 0.019
H 3.1322 4.9149 -0.0174 -0.002 -0.003 -0.003
H 4.7517 5.3945 1.7842 0.004 -0.003 -0.001
H 5.2778 3.6629 3.4718 -0.003 0.009 0.001
H 4.1786 1.4671 3.3678 -0.002 0.002 0.004
H 1.2646 4.1936 4.6308 0.010 0.000 0.007
H 1.7153 4.9565 6.9088 0.002 0.000 -0.001
H 2.0902 3.3238 8.7342 -0.002 -0.002 0.000
H 1.9549 0.9014 8.2364 0.000 0.000 -0.002
H 1.4298 0.1193 5.9877 0.008 -0.011 -0.026
H -2.5960 2.6824 3.8007 0.008 -0.011 -0.011
H -4.0700 1.6512 5.4614 -0.001 0.003 0.000
H -4.3108 -0.8081 5.5572 0.002 -0.010 -0.005
H -3.0499 -2.2319 3.9678 -0.005 -0.001 0.009
H -1.5706 -1.2152 2.3091 0.030 0.012 -0.013
H -0.0550 4.2929 0.8674 -0.007 0.002 0.001
H -1.3425 6.1343 -0.0953 -0.010 0.003 -0.006
H -3.7663 5.8737 -0.5273 -0.003 0.000 0.003
H -4.8916 3.7367 0.0240 -0.003 0.003 0.005
H -3.6272 1.9022 1.0428 0.007 -0.002 0.003
Cl -2.2251 -6.3820 -2.0534 -0.003 -0.025 -0.003
C -1.5314 -5.0479 -1.2006 0.005 -0.004 -0.002
C -1.2122 -5.1798 0.1192 -0.002 0.011 0.028
C -0.6465 -4.1069 0.8475 -0.016 0.023 -0.251
I -0.2560 -4.3474 2.8662 0.019 0.035 0.067
C -0.3925 -2.9160 0.2174 -0.018 -0.124 0.140
O 0.1293 -1.8377 0.8065 0.057 0.443 0.158
C -0.7492 -2.7725 -1.1473 0.032 -0.199 0.034
N -0.5335 -1.5392 -1.6678 -0.021 0.123 -0.044
C -0.8926 -1.3019 -2.9071 -0.016 -0.010 -0.009
C -1.4559 -2.2952 -3.7280 0.002 -0.014 0.024
C -1.6664 -3.5489 -3.2239 0.008 0.053 -0.028
C -1.3210 -3.8215 -1.8832 0.024 0.047 0.075
H -1.4024 -6.1166 0.6238 -0.004 -0.014 -0.025
H -0.7414 -0.2980 -3.2842 0.011 0.003 0.010
H -1.7254 -2.0442 -4.7435 -0.004 -0.012 -0.004
H -2.1096 -4.3279 -3.8286 -0.006 0.005 -0.007
N 3.0997 -1.7136 -7.3843 -0.037 -0.011 -0.063
C 2.9503 -1.3074 -6.0949 -0.004 0.004 0.085
C 3.4322 -0.0516 -5.6840 -0.014 -0.033 -0.015
C 3.2634 0.3727 -4.3890 0.049 0.137 -0.017
C 2.6012 -0.4402 -3.4708 -0.055 0.019 0.088
C 2.1395 -1.6964 -3.8559 -0.032 -0.092 0.065
C 2.3054 -2.1263 -5.1534 0.035 0.055 -0.036
S 2.4420 0.0712 -1.8193 -0.213 -0.316 0.040
O 2.0671 -1.1234 -1.0284 0.205 0.535 0.189
O 3.5903 0.8325 -1.4336 0.055 -0.078 -0.131
N 1.0790 0.9162 -1.5091 -0.113 -0.486 0.116
C 0.4610 1.8415 -2.3158 -0.217 0.307 -0.168
N 1.0579 2.3039 -3.4069 0.034 0.029 0.091
C 0.3296 3.1424 -4.1461 0.008 0.018 0.016
C -0.9568 3.5156 -3.8068 -0.036 0.030 -0.011
C -1.4669 2.9846 -2.6298 0.037 0.003 0.038
N -0.7644 2.1492 -1.8765 0.066 0.029 -0.141
H 3.6911 -1.1957 -8.0084 0.010 -0.003 0.011
H 2.8940 -2.6620 -7.6402 0.012 -0.005 0.011
H 3.9468 0.5801 -6.3970 0.005 0.002 0.003
H 3.6413 1.3361 -4.0777 -0.006 -0.008 0.009
H 1.6877 -2.3514 -3.1233 -0.013 0.016 -0.003
H 1.9572 -3.1090 -5.4459 0.001 -0.005 0.001
H 0.8045 3.5260 -5.0421 0.013 -0.013 0.003
H -1.5317 4.1903 -4.4229 -0.005 -0.002 0.005
H -2.4614 3.2290 -2.2736 -0.002 0.002 -0.003
Se -4.5885 -0.5756 -0.9412 0.198 0.053 0.052
C -2.9534 -0.2719 -0.3998 -0.238 -0.013 -0.009
N -1.8549 -0.0638 -0.0322 0.143 0.053 -0.118
```
Forces are in eV/Å.

## Properties
**Maximum force**: 0.60 eV Å⁻¹
**Energy relative to the best compared isomer or geometry (same formula, charge and spin)**: 10.6 kcal per mole
**Molar mass**: 1196.153 Da
**Net charge**: +1
**Highest occupied orbital energy**: -9.86 eV
**E**: -7705.4511 Ha


# 2
A cluster of 9 separate species, C52H42N2O33P in total in a non-equilibrium geometry, computed with ωB97M-V/def2-TZVPD.

```
130
Properties=species:S:1:pos:R:3:forces:R:3
N -1.5484 1.5700 3.8890 1.062 0.586 -0.980
P -0.6241 2.9910 4.1858 -2.021 0.723 0.705
O -0.4896 3.8168 2.7481 1.261 -1.489 1.000
C 1.1541 2.4939 4.6774 0.516 0.347 -1.570
C 1.7904 3.8697 5.0899 -0.306 -1.230 0.554
C 0.9919 4.1047 6.4051 1.808 0.458 1.587
C 1.1183 2.6846 6.9583 -1.161 0.609 -0.463
N 1.2393 1.8446 5.9965 -0.513 0.069 0.428
H -2.5233 1.8674 3.9143 0.104 -0.171 0.248
H -1.3916 1.2537 2.9267 -0.065 -0.435 0.286
H 0.2482 3.4279 2.2271 -0.241 0.455 -0.388
H 1.6862 1.9358 3.8950 0.027 0.121 0.546
H 1.8535 4.6429 4.3235 -0.292 -0.100 0.257
H 2.7768 3.5608 5.4764 0.098 0.656 -0.684
H 1.5366 4.7377 7.1323 0.053 -0.104 -0.448
H 0.0094 4.5803 6.3806 -0.074 -0.742 -0.244
H 1.1314 2.3358 7.9914 -0.013 0.246 -0.202
H 1.3788 0.8589 6.2017 -0.179 -0.010 -0.499
C -1.8321 1.7707 -1.8506 0.132 -0.184 -0.157
C -1.3351 2.4139 -0.7927 -0.511 -0.337 -0.063
C -0.1619 3.3296 -0.9088 0.444 0.426 -0.594
O 0.2278 3.9027 0.0946 -0.133 -0.036 -0.090
C 0.4638 3.4895 -2.2152 0.020 0.064 0.389
C -0.0291 2.8437 -3.2805 0.524 0.352 -0.194
C -1.2258 1.9484 -3.1672 -0.405 -0.245 0.389
O -1.6477 1.3999 -4.1641 0.228 0.184 -0.148
O 0.5136 2.9611 -4.4917 -0.481 -0.345 0.170
O -1.8358 2.2844 0.4446 0.558 0.119 -0.013
H -2.6801 1.1072 -1.7794 -0.006 0.037 0.006
H 1.3245 4.1418 -2.2811 -0.018 0.017 -0.045
H -0.0252 2.3982 -5.0838 0.093 0.025 -0.090
H -1.2640 2.8661 0.9880 -0.336 0.173 0.200
C 3.6209 1.2695 2.0445 -0.737 0.123 -0.028
C 4.5652 0.3482 1.7871 0.564 0.516 0.599
C 4.3216 -0.7686 0.8119 -0.406 -0.276 -0.514
O 5.2097 -1.5674 0.5940 0.149 0.140 0.245
C 3.0149 -0.8427 0.1684 0.254 -0.104 0.044
C 2.0814 0.0772 0.4309 -0.252 -0.340 -0.398
C 2.3369 1.2058 1.3838 0.826 0.165 0.314
O 1.4519 2.0353 1.5696 -0.413 -0.359 0.049
O 0.8734 0.0373 -0.1426 0.224 0.405 0.397
O 5.7465 0.3835 2.3734 -0.762 -0.535 -0.648
H 3.7853 2.0826 2.7384 0.137 0.032 -0.078
H 2.8430 -1.6598 -0.5190 -0.025 0.023 -0.012
H 0.3836 0.8047 0.2066 -0.112 -0.092 -0.082
H 6.2543 -0.3842 2.0191 0.569 0.247 0.284
C 4.5655 3.4694 -2.1706 0.084 -0.261 0.238
C 4.2957 3.9079 -3.4067 -0.154 0.433 0.422
C 4.5858 3.0721 -4.6173 0.241 -0.567 -0.296
O 4.3040 3.5105 -5.7137 -0.113 0.313 0.164
C 5.2012 1.7635 -4.4159 -0.116 0.188 -0.123
C 5.4723 1.3283 -3.1806 0.177 -0.398 -0.440
C 5.1575 2.1539 -1.9716 -0.240 0.557 0.116
O 5.4053 1.7005 -0.8668 0.061 -0.348 -0.006
O 6.0359 0.1367 -2.9580 -0.183 0.364 0.423
O 3.7548 5.1047 -3.6283 0.094 -0.392 -0.379
H 4.3584 4.0617 -1.2897 0.001 0.024 -0.021
H 5.4216 1.1762 -5.2963 0.002 -0.012 0.018
H 6.1252 0.0597 -1.9890 0.054 -0.091 -0.052
H 3.6596 5.1778 -4.5989 -0.048 0.067 0.022
C 7.9279 -3.1156 1.8321 -0.095 0.368 0.101
C 8.5564 -4.2949 1.7809 -0.464 -0.093 -0.237
C 10.0153 -4.4217 2.1012 0.597 0.298 0.163
O 10.5329 -5.5189 2.0586 -0.324 -0.139 -0.092
C 10.7479 -3.2054 2.4465 -0.080 -0.234 -0.045
C 10.1160 -2.0267 2.4929 0.598 0.071 0.132
C 8.6530 -1.9124 2.2001 -0.477 -0.488 -0.198
O 8.1141 -0.8174 2.2751 0.332 0.098 0.049
O 10.7537 -0.8936 2.8034 -0.580 -0.037 -0.118
O 7.9083 -5.4115 1.4437 2.412 0.779 -0.076
H 6.8756 -3.0123 1.6050 0.022 -0.021 -0.055
H 11.8033 -3.3029 2.6585 -0.007 0.026 0.009
H 10.0800 -0.1889 2.7698 0.117 0.047 0.032
H 8.5760 -6.1259 1.4827 -0.027 -0.044 -0.102
C -5.8049 0.7575 -1.0250 0.211 0.243 -0.039
C -6.9513 0.1032 -1.2373 0.382 -0.294 0.314
C -8.0574 0.6985 -2.0531 -0.285 0.532 -0.325
O -9.0691 0.0499 -2.2289 0.153 -0.303 0.192
C -7.8639 2.0386 -2.5960 -0.116 -0.230 0.048
C -6.7183 2.6946 -2.3810 -0.417 0.291 -0.330
C -5.6034 2.0869 -1.5880 0.116 -0.449 0.303
O -4.5714 2.7180 -1.4378 -0.206 0.280 -0.135
O -6.5059 3.9232 -2.8608 0.388 -0.284 0.300
O -7.1757 -1.1142 -0.7368 -0.267 0.308 -0.396
H -4.9989 0.3359 -0.4395 -0.023 -0.020 0.005
H -8.6751 2.4656 -3.1687 0.019 0.013 -0.003
H -5.6081 4.1710 -2.5693 -0.044 0.065 -0.056
H -8.0740 -1.3590 -1.0376 0.012 -0.056 0.021
C 3.8080 -6.1841 0.8954 -0.302 0.093 -0.079
C 4.6537 -5.8787 1.8900 0.234 -0.524 -0.441
C 4.2034 -5.1058 3.0924 -0.468 0.290 0.263
O 5.0061 -4.8678 3.9759 0.255 -0.083 -0.184
C 2.8138 -4.6652 3.1453 0.284 0.032 0.112
C 1.9720 -4.9680 2.1507 -0.288 0.334 0.457
C 2.4151 -5.7638 0.9599 0.557 -0.352 -0.376
O 1.6002 -6.0233 0.0949 -0.291 0.229 0.183
O 0.6948 -4.5803 2.1619 0.230 -0.251 -0.410
O 5.9346 -6.2386 1.8664 -2.171 -0.377 0.813
H 4.1198 -6.7419 0.0236 0.014 -0.020 0.028
H 2.5050 -4.0938 4.0095 -0.027 -0.036 0.006
H 0.3066 -4.9282 1.3347 -0.047 -0.006 0.042
H 6.3176 -5.8986 2.6955 0.056 -0.064 -0.075
C -4.2574 -1.1109 -8.8111 -0.243 -0.034 0.101
C -2.9966 -0.7550 -8.5398 -0.104 -0.163 -0.582
C -2.5799 -0.3231 -7.1666 -0.220 0.117 0.591
O -1.4151 -0.0280 -6.9720 0.093 -0.048 -0.353
C -3.6011 -0.2733 -6.1237 0.259 0.007 -0.050
C -4.8616 -0.6259 -6.3973 0.111 0.180 0.552
C -5.2718 -1.0831 -7.7627 0.130 -0.114 -0.612
O -6.4282 -1.4092 -7.9502 -0.082 0.081 0.334
O -5.8249 -0.5908 -5.4692 -0.082 -0.152 -0.491
O -2.0423 -0.7657 -9.4735 0.093 0.145 0.517
H -4.5689 -1.4261 -9.7970 0.023 -0.003 0.003
H -3.2945 0.0565 -5.1417 0.015 0.006 -0.019
H -6.6368 -0.8934 -5.9212 -0.005 0.005 0.051
H -1.2279 -0.4703 -9.0232 0.011 -0.028 -0.073
C -9.4131 -2.5294 3.2668 -0.231 -0.051 0.139
C -8.8226 -1.6481 2.4519 0.366 -0.482 0.163
C -9.5137 -0.3877 2.0243 -0.574 0.351 0.045
O -8.9222 0.3900 1.2955 0.278 -0.192 -0.017
C -10.8703 -0.1529 2.4998 0.276 0.091 -0.167
C -11.4632 -1.0363 3.3127 -0.372 0.494 -0.147
C -10.7634 -2.2831 3.7623 0.511 -0.394 -0.029
O -11.3408 -3.0422 4.5155 -0.277 0.206 0.001
O -12.7032 -0.8564 3.7659 0.331 -0.441 0.137
O -7.5898 -1.8379 1.9748 -0.363 0.492 0.073
H -8.9247 -3.4403 3.5837 0.012 0.014 -0.009
H -11.3641 0.7505 2.1706 -0.018 -0.013 0.016
H -12.8947 -1.6304 4.3307 -0.071 0.052 0.003
H -7.4031 -1.0588 1.4143 0.102 -0.181 -0.126
```
Forces are in eV/Å.

## Properties
**Maximum force**: 2.54 eV Å⁻¹
**Molar mass**: 1253.863 Da
**Net charge**: +1
**Highest occupied orbital energy**: -10.80 eV
**E**: -4940.2568 Ha